Formula: C13H15BaN3O2Se4
Source: the Open Molecules 2025 dataset
Level of theory: ωB97M-V/def2-TZVPD

The geometry in XYZ format:
```
38
Properties=species:S:1:pos:R:3:lowdin_charge:R:1
Ba -0.8054 -0.4168 -2.2493 1.460
C -0.0452 1.3580 1.7151 0.027
C -0.6046 -0.0050 1.4326 -0.525
O -1.4605 -0.2093 0.5777 -0.087
N -0.1045 -1.0224 2.1957 0.074
C -0.3947 -2.4048 1.8337 -0.122
C 0.7384 -2.9894 1.0300 -0.277
C 1.6088 -3.9248 1.5667 -0.039
C 2.6746 -4.3666 0.7941 -0.074
C 2.8343 -3.8529 -0.4743 -0.044
C 1.9242 -2.9062 -0.9309 -0.140
N 0.8986 -2.4741 -0.1977 0.094
H -0.5896 2.1009 1.1413 0.068
H 1.0063 1.3802 1.4190 0.093
H -0.1185 1.5887 2.7789 0.088
H 0.7375 -0.8317 2.7130 0.142
H -1.2764 -2.3572 1.2033 0.113
H -0.6273 -3.0056 2.7132 0.117
H 1.4450 -4.3052 2.5674 0.104
H 3.3690 -5.1005 1.1847 0.103
H 3.6492 -4.1631 -1.1138 0.110
H 2.0328 -2.4752 -1.9185 0.007
Se 0.4014 -2.5011 -4.7065 -0.404
Se 1.9963 -0.9221 -5.3492 -0.256
Se 3.4067 -0.6034 -3.5164 -0.245
Se 2.3446 0.9254 -2.0987 -0.361
O -2.0614 1.4354 -1.9312 -0.644
N -2.1054 2.5663 -1.1671 -0.234
C -3.1016 2.7208 -0.2229 -0.099
C -3.0997 3.8029 0.5984 -0.136
C -2.0797 4.7924 0.5143 -0.148
C -1.0800 4.5941 -0.4741 -0.130
C -1.0937 3.5069 -1.2895 -0.088
H -3.8322 1.9275 -0.1930 0.109
H -3.8972 3.8880 1.3264 0.086
H -2.0704 5.6528 1.1661 0.064
H -0.2721 5.3038 -0.5979 0.093
H -0.3478 3.2934 -2.0407 0.102
```

Values from the calculation:
- 2S+1: 2
- Kohn-Sham gap (alpha / beta): 4.275 / 5.738 eV
- Strongest force on any atom: 1.79 eV/Å
- E_HOMO (alpha / beta): -2.179 / -3.657 eV
- Charge: -1



Formula: C13H15Cl2NO3Si
Source: the Open Molecules 2025 dataset
Level of theory: ωB97M-V/def2-TZVPD

The geometry in XYZ format:
```
35
Properties=species:S:1:pos:R:3:lowdin_charge:R:1
C -0.2691 2.2414 -0.1018 -0.077
C 1.0364 2.2603 0.7395 -0.364
C 2.0572 3.1951 0.4808 -0.263
N 2.9454 3.9358 0.4036 0.155
Si 1.6154 0.4854 0.5686 0.535
C 2.1103 0.0594 -1.2703 -0.115
C 2.9815 0.2452 1.8136 -0.114
O 0.3618 -0.5573 0.8795 -0.038
C -0.3134 -0.5077 1.9740 -0.520
O -0.0599 0.1733 2.9673 0.090
C -1.4316 -1.5594 2.1292 -0.105
O -1.5721 -2.4633 1.0139 -0.070
C -1.6869 -1.8103 -0.2872 -0.272
C -2.5970 -0.7817 -0.5920 -0.487
Cl -3.5965 -0.0568 0.7301 0.716
C -2.8487 -0.3335 -1.8738 -0.118
C -2.1700 -0.8724 -2.9275 -0.069
C -1.1830 -1.7644 -2.5969 -0.118
C -0.9820 -2.3017 -1.3393 -0.570
Cl -0.0343 -3.7937 -1.2631 0.702
H -0.8680 1.3033 0.0431 0.057
H -0.0377 2.1707 -1.1810 0.083
H -0.9590 3.0633 0.0927 0.085
H 0.7781 2.0636 1.7679 0.100
H 2.1982 -0.9950 -1.2411 -0.004
H 1.4743 0.3662 -2.1687 0.060
H 3.1253 0.5577 -1.1394 0.049
H 2.7308 -0.3779 2.6982 0.059
H 3.0888 1.2132 2.3555 0.059
H 3.8755 0.0661 1.2920 0.014
H -1.1146 -2.2180 2.9846 0.163
H -2.3840 -1.0655 2.2708 0.036
H -3.5445 0.4971 -2.0402 0.119
H -2.3596 -0.4918 -3.9222 0.118
H -0.3670 -1.9465 -3.2604 0.102
```

Values from the calculation:
- 2S+1: 1
- SMILES: C[C@H](C#N)[Si](C)(C)OC(=O)COc1c(Cl)cccc1Cl
- Kohn-Sham gap: 10.032 eV
- Strongest force on any atom: 3.95 eV/Å
- E_HOMO: -9.695 eV



Formula: C13H15Cl5O3PdS4
Source: the Open Molecules 2025 dataset
Level of theory: ωB97M-V/def2-TZVPD

The geometry in XYZ format:
```
41
Properties=species:S:1:pos:R:3:lowdin_charge:R:1
Pd -0.0067 0.0383 -0.2329 0.735
C 1.0695 1.2363 4.5204 -0.542
C 2.1390 0.4218 3.7985 -0.503
S 1.7764 -0.0344 2.0753 0.838
C 1.5407 -1.8283 2.1694 -0.514
C 0.1648 -2.2853 2.6365 -0.496
S -1.1873 -1.5864 1.6519 0.871
C -2.1040 -0.5834 2.8578 -0.502
C -1.4513 0.6687 3.4452 -0.526
S -0.4450 0.3395 4.9241 0.877
H 0.8009 2.1266 3.9505 0.076
H 1.4710 1.5739 5.4775 0.071
H 2.3434 -0.5066 4.3328 0.077
H 3.0651 0.9987 3.7518 0.072
H 2.3186 -2.2449 2.8110 0.086
H 1.7303 -2.1834 1.1580 0.053
H -0.0043 -1.9963 3.6691 0.037
H 0.0946 -3.3718 2.5610 0.081
H -2.4272 -1.2717 3.6402 0.077
H -2.9875 -0.2897 2.2910 0.077
H -2.2327 1.3740 3.7289 0.080
H -0.8260 1.1441 2.7058 0.019
C 0.3788 3.2549 0.0396 -0.148
S -1.0714 2.4328 -0.5220 0.431
O -0.6515 1.5918 -1.6835 -0.377
O -2.0334 3.4470 -0.8004 -0.272
O -1.4383 1.4542 0.5589 -0.446
H 0.6497 3.9843 -0.7249 0.079
H 1.1840 2.5484 0.1933 0.016
H 0.1178 3.7599 0.9716 0.075
Cl -1.0894 -2.5828 -1.5780 0.679
C 0.6294 -2.3699 -1.6802 -0.692
C 1.1825 -1.1825 -1.2147 -0.331
C 2.5299 -0.9563 -1.4320 -0.689
Cl 3.2470 0.5692 -1.0073 0.672
C 3.3349 -1.9356 -2.0107 -0.707
Cl 5.0131 -1.6400 -2.2246 0.693
C 2.7777 -3.1475 -2.4083 -0.701
Cl 3.7714 -4.3712 -3.0995 0.690
C 1.4109 -3.3624 -2.2583 -0.709
Cl 0.6844 -4.8318 -2.7763 0.694
```

Values from the calculation:
- 2S+1: 1
- Kohn-Sham gap: 7.645 eV
- Strongest force on any atom: 1.09 eV/Å
- E_HOMO: -9.027 eV



Formula: C13H15CuN9O3S2
Source: the Open Molecules 2025 dataset
Level of theory: ωB97M-V/def2-TZVPD

The geometry in XYZ format:
```
43
Properties=species:S:1:pos:R:3:lowdin_charge:R:1
Cu -1.7384 0.1294 -1.2697 0.131
C 2.7095 -1.2812 3.5770 0.010
C 1.9049 -1.0655 2.3460 -0.538
O 2.4323 -0.7434 1.2974 0.034
N 0.5653 -1.0274 2.4384 0.072
C -0.2469 -0.5518 1.3726 -0.157
C -0.6473 0.9266 1.4555 -0.212
C -0.6132 1.7440 2.6121 0.007
C -0.9719 3.1030 2.5362 -0.031
C -1.3190 3.6337 1.2534 -0.041
C -1.3978 2.7234 0.1971 -0.116
N -1.1262 1.4121 0.3009 0.027
H 3.6154 -1.7368 3.2812 0.067
H 2.1347 -1.8141 4.3681 0.098
H 3.1131 -0.3046 3.9353 0.106
H 0.1264 -1.6114 3.1235 0.124
H -1.2695 -1.1303 1.3113 0.071
H 0.3390 -0.6218 0.4788 0.089
H -0.2324 1.3247 3.5439 0.111
H -0.8540 3.7793 3.3590 0.098
H -1.6619 4.6480 1.1692 0.097
H -1.7881 3.1070 -0.7872 0.126
S -1.2338 -1.9423 -2.3412 0.628
C -1.8660 -2.6208 -0.8508 -1.056
S -3.0304 -1.5038 -0.1994 0.678
C -1.2806 -3.6492 -0.1627 -0.384
C -1.4571 -3.6729 1.2247 -0.260
N -1.6669 -3.4620 2.3356 0.164
C -0.3398 -4.5011 -0.7461 -0.249
N 0.5357 -4.9749 -1.3067 0.165
N 1.6939 1.1288 -1.1490 0.091
N 1.6142 0.4680 -2.3953 -0.002
C 0.6218 0.7755 -3.2800 -0.432
N 0.8213 0.2913 -4.4834 0.220
N -0.4969 1.3026 -2.7653 0.096
N -1.4462 1.7102 -3.6664 -0.439
O -2.5807 1.6195 -3.2194 0.031
O -1.2299 2.1363 -4.7865 0.062
H 2.4533 1.7937 -1.2570 0.101
H 1.8090 0.4857 -0.4133 0.028
H 2.0770 -0.4007 -2.5205 0.140
H 1.7209 -0.1142 -4.6589 0.127
H 0.2069 0.4877 -5.2585 0.120
```

Values from the calculation:
- 2S+1: 2
- Kohn-Sham gap (alpha / beta): 7.904 / 6.617 eV
- Strongest force on any atom: 2.38 eV/Å
- E_HOMO (alpha / beta): -8.178 / -8.175 eV